{
  "formula": "C42H35N7O14",
  "method": "ωB97M-V/def2-TZVPD",
  "e_homo_ev": -9.6166,
  "de_lowest_kj_mol": 91.8,
  "smiles": "O=[N+]([O-])c1ccccc1.O=[N+]([O-])c1ccccc1.O=[N+]([O-])c1ccccc1.O=[N+]([O-])c1ccccc1.O=[N+]([O-])c1ccccc1.O=[N+]([O-])c1ccccc1.O=[N+]([O-])c1ccccc1",
  "e_tot_ha": -3057.4535,
  "elements": ["O", "N", "O", "C", "C", "C", "C", "C", "C", "H", "H", "H", "H", "H", "O", "N", "O", "C", "C", "C", "C", "C", "C", "H", "H", "H", "H", "H", "O", "N", "O", "C", "C", "C", "C", "C", "C", "H", "H", "H", "H", "H", "O", "N", "O", "C", "C", "C", "C", "C", "C", "H", "H", "H", "H", "H", "O", "N", "O", "C", "C", "C", "C", "C", "C", "H", "H", "H", "H", "H", "O", "N", "O", "C", "C", "C", "C", "C", "C", "H", "H", "H", "H", "H", "O", "N", "O", "C", "C", "C", "C", "C", "C", "H", "H", "H", "H", "H"],
  "positions_angstrom": [[11.58, -23.36, -8.42], [11.98, -22.27, -8.04], [12.92, -22.16, -7.27], [11.29, -21.07, -8.44], [10.13, -21.17, -9.22], [9.51, -20.06, -9.76], [9.96, -18.81, -9.37], [11.11, -18.71, -8.58], [11.78, -19.83, -8.09], [9.78, -22.17, -9.40], [8.65, -20.20, -10.39], [9.55, -17.88, -9.74], [11.51, -17.73, -8.38], [12.67, -19.66, -7.50], [10.76, -28.61, -5.86], [11.15, -27.64, -6.49], [10.39, -26.83, -7.00], [12.57, -27.44, -6.69], [13.00, -26.37, -7.45], [14.36, -26.28, -7.74], [15.24, -27.17, -7.18], [14.84, -28.22, -6.34], [13.49, -28.34, -6.13], [12.29, -25.62, -7.77], [14.67, -25.51, -8.44], [16.31, -27.04, -7.28], [15.64, -28.81, -5.92], [13.16, -29.08, -5.41], [23.36, -22.99, -9.06], [23.42, -23.27, -7.89], [24.01, -24.21, -7.40], [22.67, -22.41, -6.95], [21.74, -21.49, -7.40], [20.88, -20.83, -6.52], [21.00, -21.08, -5.16], [22.03, -21.90, -4.71], [22.80, -22.62, -5.59], [21.69, -21.25, -8.45], [20.18, -20.07, -6.86], [20.39, -20.51, -4.46], [22.17, -22.00, -3.64], [23.50, -23.34, -5.21], [13.19, -19.42, -2.51], [13.72, -20.39, -2.01], [14.62, -21.02, -2.53], [13.26, -20.83, -0.70], [14.02, -21.77, -0.01], [13.53, -22.22, 1.21], [12.45, -21.58, 1.82], [11.69, -20.66, 1.12], [12.07, -20.34, -0.18], [14.99, -22.11, -0.32], [14.05, -22.88, 1.88], [12.21, -21.81, 2.85], [10.89, -20.14, 1.62], [11.51, -19.63, -0.77], [16.53, -31.35, -2.28], [17.36, -30.48, -2.27], [18.54, -30.67, -2.02], [16.94, -29.06, -2.39], [17.85, -28.04, -2.18], [17.41, -26.74, -2.35], [16.11, -26.47, -2.77], [15.22, -27.52, -3.01], [15.64, -28.83, -2.83], [18.85, -28.35, -1.94], [18.17, -25.97, -2.26], [15.78, -25.44, -2.67], [14.20, -27.28, -3.27], [14.97, -29.66, -3.00], [15.92, -19.44, -5.01], [16.92, -20.12, -5.06], [18.04, -19.67, -4.91], [16.74, -21.55, -5.21], [15.48, -22.14, -5.13], [15.33, -23.51, -5.14], [16.47, -24.33, -5.14], [17.72, -23.74, -5.24], [17.85, -22.37, -5.34], [14.62, -21.50, -4.97], [14.34, -23.92, -4.99], [16.45, -25.40, -5.03], [18.58, -24.40, -5.17], [18.83, -21.91, -5.34], [20.62, -24.69, -3.76], [21.11, -25.43, -4.59], [20.65, -25.55, -5.70], [22.22, -26.30, -4.20], [23.06, -26.83, -5.17], [24.09, -27.68, -4.79], [24.34, -27.88, -3.43], [23.54, -27.26, -2.46], [22.47, -26.48, -2.85], [22.88, -26.58, -6.20], [24.73, -28.04, -5.59], [25.29, -28.34, -3.19], [23.89, -27.44, -1.46], [21.84, -26.02, -2.10]],
  "lowdin_charge": [0.0709, -0.3343, 0.0763, -0.1522, -0.0031, -0.0629, -0.0650, -0.0645, 0.0060, 0.1198, 0.1100, 0.1074, 0.1084, 0.1226, 0.0755, -0.3574, 0.0763, -0.1472, 0.0180, -0.0549, -0.0887, -0.0714, -0.0170, 0.0950, 0.1144, 0.1099, 0.1069, 0.1172, 0.0943, -0.3542, 0.0673, -0.1442, 0.0022, -0.0551, -0.0869, -0.0665, -0.0236, 0.1192, 0.1114, 0.1024, 0.1118, 0.1174, 0.0932, -0.3375, 0.0727, -0.1471, 0.0004, -0.0639, -0.0792, -0.0661, 0.0043, 0.1189, 0.1071, 0.1079, 0.1095, 0.1184, 0.0854, -0.3527, 0.0675, -0.1355, -0.0052, -0.0545, -0.0806, -0.0700, -0.0088, 0.1165, 0.1058, 0.1068, 0.1107, 0.1190, 0.0856, -0.3429, 0.0601, -0.1351, -0.0270, -0.0544, -0.0761, -0.0474, 0.0179, 0.1024, 0.1105, 0.0807, 0.0741, 0.0766, 0.0514, -0.3415, 0.0873, -0.1531, -0.0035, -0.0498, -0.0621, -0.0622, -0.0041, 0.1163, 0.1102, 0.1070, 0.1078, 0.1168]
}

{
  "formula": "C6H10O2PS",
  "method": "ωB97M-V/def2-TZVPD",
  "multiplicity": 3,
  "e_homo_ev": [-3.2120, -3.9983],
  "e_tot_ha": -1124.5920,
  "charge": -1,
  "s2": 2.0089,
  "elements": ["C", "C", "C", "C", "C", "C", "O", "O", "P", "S", "H", "H", "H", "H", "H", "H", "H", "H", "H", "H"],
  "positions_angstrom": [[3.93, 0.18, 0.52], [0.39, 0.29, -0.26], [1.55, 0.81, 0.53], [-0.88, 0.43, 0.56], [2.83, 0.43, -0.18], [-2.31, -1.80, -0.53], [-2.21, 0.68, -1.80], [4.90, 0.00, 1.19], [-2.41, 0.05, -0.46], [-3.87, 0.73, 0.69], [0.23, 0.96, -1.28], [0.60, -0.73, -0.70], [1.48, 1.83, 0.54], [1.54, 0.43, 1.57], [-0.86, -0.28, 1.49], [-0.92, 1.40, 0.88], [2.90, 0.58, -1.28], [-1.57, -2.03, 0.33], [-3.35, -2.07, -0.27], [-1.97, -1.89, -1.56]],
  "mulliken_spin": [0.7422, 0.0700, 0.0699, 0.0062, 0.5134, 0.0003, -0.0002, 0.4650, 0.0022, 0.0052, -0.0055, -0.0094, 0.0650, 0.0013, 0.0008, 0.0004, 0.0736, 0.0000, -0.0003, -0.0001]
}